Record 1
Formula: C25H43F8O7PSi2
Source: the OMol25 dataset
Level of theory: wB97M-V/def2-TZVPD

```
86
Properties=species:S:1:pos:R:3
C -0.71 -3.59 1.93
Si -0.46 -2.90 0.16
O -1.78 -1.88 -0.15
Si -1.44 -0.22 0.03
C -0.53 0.43 -1.53
C -3.16 0.65 0.04
C -3.09 2.16 -0.37
O -4.38 2.77 -0.05
C -5.40 2.33 -0.93
C -6.59 1.61 -0.20
F -6.28 0.32 0.19
F -7.56 1.45 -1.19
C -7.27 2.45 0.93
F -7.42 3.73 0.42
F -8.55 1.99 1.12
C -6.46 2.60 2.28
F -5.39 1.76 2.41
F -6.06 3.89 2.50
C -7.44 2.24 3.48
F -6.70 2.21 4.65
F -8.41 3.19 3.65
C -0.60 0.27 1.66
C 0.57 1.32 1.49
C 1.88 0.70 0.86
O 0.79 1.89 2.78
C 1.53 3.11 2.69
C 0.62 4.27 2.17
C -0.45 4.79 2.98
C -1.28 5.83 2.41
C -1.01 6.30 1.08
C 0.08 5.80 0.29
C 0.92 4.76 0.84
H -1.68 -4.15 1.88
H -0.92 -2.72 2.61
H 0.14 -4.21 2.28
H -0.40 -4.01 -0.82
H 0.85 -2.24 0.12
H 0.25 -0.29 -1.86
H -1.32 0.59 -2.32
H -0.04 1.42 -1.35
H -3.62 0.51 1.05
H -3.77 0.10 -0.71
H -2.34 2.75 0.21
H -2.90 2.30 -1.46
H -5.05 1.61 -1.72
H -5.85 3.19 -1.48
H -7.89 1.22 3.37
H -0.22 -0.58 2.28
H -1.36 0.80 2.30
H 0.18 2.07 0.74
H 2.72 0.75 1.60
H 1.74 -0.30 0.41
H 2.19 1.38 0.02
H 1.84 3.38 3.74
H 2.48 3.02 2.10
H -0.61 4.37 3.99
H -2.11 6.24 3.03
H -1.68 7.08 0.66
H 0.30 6.14 -0.74
H 1.77 4.33 0.26
O 3.69 -2.07 -1.96
P 4.17 -3.49 -1.73
O 5.79 -3.16 -1.66
C 6.29 -2.48 -0.51
C 6.38 -3.41 0.69
O 4.04 -3.94 -3.32
C 2.90 -3.52 -4.08
C 3.31 -2.46 -5.08
O 4.48 -5.09 -1.33
C 5.01 -6.07 -2.22
C 6.46 -5.85 -2.60
H 5.67 -1.61 -0.29
H 7.29 -2.12 -0.77
H 5.38 -3.74 1.00
H 6.85 -2.90 1.53
H 6.95 -4.30 0.45
H 2.10 -3.16 -3.43
H 2.52 -4.40 -4.61
H 3.81 -1.62 -4.58
H 2.45 -2.09 -5.63
H 4.03 -2.87 -5.79
H 4.38 -6.19 -3.11
H 4.93 -7.02 -1.69
H 6.57 -5.00 -3.26
H 6.85 -6.73 -3.12
H 7.07 -5.67 -1.71
```

## Properties
Lowest unoccupied orbital energy (hartree): -0.056
HOMO-LUMO gap (hartree): 0.282
HOMO energy (eV): -9.204

Atom charges from the Mulliken analysis, given in e for atoms 1 to 8:
1. C -0.97
2. Si 0.41
3. O -0.33
4. Si 0.19
5. C -0.87
6. C 0.10
7. C -0.49
8. O -0.36

Record 2
Formula: C11H34BrN8O5
Source: the OMol25 dataset
Level of theory: wB97M-V/def2-TZVPD

```
59
Properties=species:S:1:pos:R:3
Br -0.43 -0.92 1.03
C -3.97 -0.20 3.61
O -4.86 -0.29 2.83
N -2.74 -0.48 3.42
N -4.17 0.11 4.82
H -2.14 -0.58 4.23
H -2.37 -0.86 2.56
H -5.12 0.29 5.13
H -3.32 0.25 5.34
C -2.08 -4.12 -1.21
O -2.76 -4.98 -1.66
N -2.53 -2.96 -0.76
N -0.81 -4.08 -1.13
H -3.50 -3.14 -0.54
H -1.95 -2.28 -0.30
H -0.23 -4.81 -1.51
H -0.38 -3.37 -0.56
C 1.95 -1.07 4.33
O 2.68 -1.35 5.26
N 0.69 -1.02 4.36
N 2.33 -0.67 3.15
H 0.21 -0.89 3.48
H 0.18 -1.13 5.22
H 1.60 -0.66 2.45
H 3.30 -0.46 2.94
C 0.92 3.74 2.39
C 1.11 3.40 0.93
C 2.23 2.37 0.69
O 2.31 2.10 -0.66
C 3.26 1.11 -1.07
N -0.13 2.80 0.44
H 0.69 2.88 3.02
H 0.15 4.50 2.54
H 1.91 4.04 2.75
H 1.33 4.26 0.29
H 2.02 1.46 1.25
H 3.21 2.77 0.97
H 4.29 1.20 -0.72
H 3.30 1.10 -2.16
H 2.88 0.16 -0.69
H -0.01 2.43 -0.49
H -0.28 1.99 1.02
C -1.62 -0.68 -3.07
C -0.13 -0.26 -2.94
C 0.56 0.23 -4.19
O 0.31 -0.61 -5.31
C 1.19 -0.35 -6.46
N -0.02 0.75 -1.90
H -2.17 -0.63 -2.13
H -1.74 -1.68 -3.47
H -2.20 -0.01 -3.71
H 0.37 -1.12 -2.50
H 1.63 0.22 -3.99
H 0.21 1.23 -4.42
H 1.39 0.70 -6.67
H 0.82 -0.79 -7.39
H 2.16 -0.79 -6.23
H -0.44 0.24 -1.13
H 0.90 0.87 -1.50
```

## Properties
Lowest unoccupied orbital energy (spin up / spin down) (hartree): 0.005 / -0.203
2S+1: 2
HOMO-LUMO gap (spin up / spin down) (hartree): 0.359 / 0.151
HOMO energy (spin up / spin down) (eV): -9.631 / -9.627

Atom charges from the natural (NBO) analysis, given in e for atoms 1 to 8:
1. Br -0.62
2. C 0.73
3. O -0.67
4. N -0.82
5. N -0.81
6. H 0.36
7. H 0.41
8. H 0.41

Record 3
Formula: C40H70Cl12F6NO12P
Source: the OMol25 dataset
Level of theory: wB97M-V/def2-TZVPD

```
142
Properties=species:S:1:pos:R:3
C 0.23 1.95 3.14
C -0.34 1.71 1.75
C -0.34 0.23 1.40
N -0.37 -0.03 -0.08
C -1.60 0.54 -0.70
C -0.28 -1.52 -0.30
C 0.64 -1.76 -1.49
C 1.13 -0.38 -1.92
C 0.88 0.51 -0.71
H 1.22 1.52 3.30
H -0.40 1.46 3.89
H 0.20 3.01 3.38
H 0.19 2.28 0.99
H -1.37 2.06 1.74
H -1.19 -0.29 1.83
H 0.55 -0.27 1.79
H -1.74 1.55 -0.34
H -2.45 -0.07 -0.39
H -1.46 0.49 -1.78
H -1.29 -1.90 -0.47
H 0.01 -2.03 0.62
H 0.09 -2.30 -2.26
H 1.47 -2.40 -1.18
H 0.59 -0.03 -2.80
H 2.17 -0.38 -2.23
H 0.75 1.55 -0.95
H 1.70 0.31 -0.01
P 0.15 -5.94 -0.90
F 0.88 -6.85 0.21
F 1.50 -5.97 -1.80
F -0.32 -7.33 -1.66
F -0.59 -5.19 -2.17
F -1.24 -5.97 -0.08
F 0.60 -4.58 -0.18
Cl 3.44 -1.75 1.93
C 4.63 -2.86 1.18
C 4.16 -3.35 -0.16
Cl 4.23 -2.08 -1.42
H 4.72 -3.70 1.85
H 5.58 -2.33 1.11
H 3.11 -3.64 -0.14
H 4.68 -4.23 -0.50
Cl -1.71 4.38 0.21
C -1.36 5.06 -1.40
C -0.30 4.24 -2.08
Cl 1.22 4.26 -1.10
H -1.00 6.08 -1.25
H -2.28 5.12 -1.97
H -0.05 4.68 -3.04
H -0.50 3.19 -2.26
Cl 3.92 1.61 2.00
C 5.41 1.99 1.09
C 5.47 1.15 -0.17
Cl 4.24 1.53 -1.36
H 6.26 1.71 1.70
H 5.42 3.05 0.88
H 5.32 0.12 0.17
H 6.47 1.15 -0.61
Cl -1.38 7.77 0.95
C -1.15 7.47 2.71
C -0.19 6.33 2.93
Cl -0.48 5.60 4.53
H -2.13 7.25 3.13
H -0.78 8.42 3.08
H 0.86 6.60 2.85
H -0.37 5.55 2.20
Cl 3.00 3.71 5.36
C 3.84 2.37 6.17
C 3.47 1.01 5.63
Cl 1.78 0.53 5.92
H 3.65 2.44 7.24
H 4.90 2.49 5.95
H 4.07 0.24 6.10
H 3.73 0.94 4.58
Cl -2.83 -2.08 -2.71
C -3.09 -3.57 -3.66
C -3.61 -4.70 -2.81
Cl -5.35 -4.50 -2.50
H -2.17 -3.81 -4.17
H -3.88 -3.33 -4.36
H -3.18 -4.74 -1.81
H -3.38 -5.70 -3.17
C -4.05 -2.23 0.50
O -3.12 -1.95 1.53
C -2.86 -3.05 2.36
C -2.04 -2.59 3.54
O -0.71 -2.32 3.18
C 0.00 -1.88 4.31
H -4.12 -1.33 -0.12
H -5.06 -2.35 0.92
H -3.81 -3.09 -0.14
H -2.33 -3.86 1.83
H -3.77 -3.53 2.74
H -2.13 -3.31 4.36
H -2.57 -1.71 3.94
H -0.38 -0.89 4.59
H 1.07 -1.78 4.13
H -0.09 -2.59 5.14
C 2.05 1.94 -4.43
O 0.64 1.73 -4.23
C -0.11 2.05 -5.38
C -1.55 1.76 -5.09
O -2.05 2.69 -4.17
C -3.40 2.46 -3.84
H 2.42 1.70 -5.43
H 2.62 1.32 -3.74
H 2.17 3.00 -4.21
H 0.24 1.50 -6.26
H 0.02 3.11 -5.63
H -1.58 0.73 -4.68
H -2.14 1.75 -6.01
H -3.62 1.40 -3.66
H -4.05 2.82 -4.65
H -3.64 3.02 -2.94
C -5.58 0.98 5.12
C -5.10 2.12 5.64
C -4.01 2.92 4.99
O -3.57 3.89 5.56
C -3.48 2.42 3.72
C -3.92 1.26 3.22
C -4.94 0.40 3.94
O -5.21 -0.69 3.50
O -3.52 0.78 2.05
O -5.60 2.66 6.75
H -6.33 0.42 5.66
H -2.75 2.98 3.16
H -3.72 -0.18 2.01
H -5.21 3.54 6.84
C 4.26 -4.09 -4.88
C 4.56 -2.81 -5.04
C 3.52 -1.74 -5.18
O 3.81 -0.57 -5.36
C 2.15 -2.17 -4.97
C 1.82 -3.44 -4.74
C 2.87 -4.52 -4.72
O 2.54 -5.68 -4.64
O 0.57 -3.79 -4.52
O 5.84 -2.41 -5.13
H 5.00 -4.88 -4.92
H 1.37 -1.42 -4.97
H 0.39 -4.74 -4.60
H 5.84 -1.48 -5.41
```

## Properties
Lowest unoccupied orbital energy (hartree): -0.055
HOMO-LUMO gap (hartree): 0.290
HOMO energy (eV): -9.369

Atom charges from the Mulliken analysis, given in e for atoms 1 to 8:
1. C -0.80
2. C 1.26
3. C 0.33
4. N 1.13
5. C 1.18
6. C 0.01
7. C 1.12
8. C 0.86

Record 4
Formula: C28H31AsN8RbS2
Source: the OMol25 dataset
Level of theory: wB97M-V/def2-TZVPD

```
71
Properties=species:S:1:pos:R:3
Rb 0.06 -0.75 -0.16
C 2.11 -1.27 5.18
N 1.64 0.04 4.72
C 0.40 0.41 5.37
C 1.67 0.22 3.32
N 0.67 0.47 2.58
N 2.98 0.15 2.87
C 3.46 0.00 1.57
N 4.86 -0.09 1.59
N 2.71 -0.01 0.56
H 2.37 -1.21 6.24
H 2.99 -1.58 4.62
H 1.34 -2.04 5.04
H 0.55 0.39 6.45
H -0.43 -0.27 5.13
H 0.12 1.42 5.08
H -0.18 0.41 3.12
H 3.66 0.42 3.56
H 5.20 -0.81 2.22
H 5.25 -0.21 0.67
H 3.21 -0.21 -0.30
S 0.39 0.77 -2.78
C 0.04 2.35 -3.44
C -0.08 2.54 -4.83
C -0.34 3.78 -5.37
C -0.48 4.90 -4.55
C -0.37 4.73 -3.17
C -0.11 3.48 -2.62
As -0.02 3.21 -0.70
C 1.93 3.20 -0.42
C 2.41 3.32 0.88
C 3.77 3.28 1.14
C 4.66 3.08 0.09
C 4.19 2.93 -1.20
C 2.82 3.00 -1.46
C -0.35 5.04 -0.09
C 0.60 6.06 -0.03
C 0.26 7.32 0.44
C -1.04 7.58 0.86
C -2.00 6.58 0.80
C -1.65 5.32 0.34
H 0.04 1.68 -5.47
H -0.42 3.88 -6.45
H -0.68 5.88 -4.96
H -0.49 5.59 -2.53
H 1.71 3.45 1.70
H 4.13 3.38 2.15
H 5.73 3.03 0.29
H 4.88 2.77 -2.02
H 2.46 2.86 -2.47
H 1.61 5.86 -0.36
H 1.01 8.10 0.48
H -1.30 8.57 1.23
H -3.01 6.78 1.12
H -2.41 4.54 0.29
N -2.46 1.75 1.84
C -3.29 1.15 0.91
C -4.68 1.18 1.03
C -5.43 0.52 0.07
C -4.80 -0.13 -0.98
C -3.41 -0.09 -1.00
N -2.67 0.50 -0.07
H -2.87 2.54 2.32
H -1.55 1.99 1.44
H -5.16 1.71 1.85
H -6.51 0.53 0.15
H -5.35 -0.65 -1.75
H -2.86 -0.55 -1.81
S 0.11 -3.59 1.56
C 0.10 -5.16 0.96
N 0.10 -6.25 0.56
```

## Properties
Charge: -1
Lowest unoccupied orbital energy (hartree): 0.070
HOMO-LUMO gap (hartree): 0.223
HOMO energy (eV): -4.171

Atom charges from the Mulliken analysis, given in e for atoms 1 to 8:
1. Rb 0.66
2. C -1.06
3. N 0.03
4. C -1.16
5. C 0.08
6. N -0.17
7. N 0.01
8. C -0.20

Record 5
Formula: C5H8O
Source: the OMol25 dataset
Level of theory: wB97M-V/def2-TZVPD

```
14
Properties=species:S:1:pos:R:3
C -1.44 -1.00 -0.71
C -0.67 0.22 -0.25
C -0.15 0.47 1.07
C 0.91 0.16 -0.07
C 1.39 -1.10 -0.06
O 1.77 -2.19 0.03
H -1.12 -1.91 -0.17
H -2.50 -0.85 -0.48
H -1.35 -1.18 -1.79
H -0.85 1.10 -0.88
H -0.27 -0.41 1.73
H 1.09 2.62 1.12
H 1.59 0.94 -0.44
H 1.59 3.14 0.91
```

## Properties
Lowest unoccupied orbital energy (spin up / spin down) (hartree): 0.013 / 0.013
HOMO-LUMO gap (spin up / spin down) (hartree): 0.290 / 0.290
HOMO energy (spin up / spin down) (eV): -7.542 / -7.541

Atom charges from the natural (NBO) analysis, given in e for atoms 1 to 8:
1. C -0.64
2. C -0.16
3. C -0.41
4. C -0.50
5. C 0.82
6. O -0.40
7. H 0.21
8. H 0.23

Record 6
Formula: C14H12N5O5SeZr
Source: the OMol25 dataset
Level of theory: wB97M-V/def2-TZVPD

```
38
Properties=species:S:1:pos:R:3
Zr 9.00 8.73 5.48
O 9.38 8.65 7.65
C 9.41 9.61 8.54
C 9.04 10.95 8.27
C 9.20 11.94 9.27
C 8.98 13.25 8.97
C 8.64 13.69 7.68
C 8.49 12.77 6.68
C 8.61 11.36 6.93
O 8.31 10.46 5.98
N 8.95 14.11 10.04
O 8.85 13.61 11.20
O 9.06 15.39 9.77
H 9.72 9.35 9.53
H 9.49 11.61 10.25
H 8.67 14.79 7.52
H 8.26 13.10 5.68
Se 11.61 10.71 3.81
N 13.15 9.78 4.34
C 12.79 8.60 4.84
C 13.74 7.78 5.50
C 13.16 6.73 6.24
C 11.82 6.46 6.13
N 10.89 7.23 5.42
C 11.42 8.27 4.70
N 10.58 9.22 4.23
H 14.78 8.04 5.44
H 13.77 6.05 6.85
H 11.37 5.64 6.68
C 7.64 5.59 6.26
C 6.95 6.43 5.26
N 5.76 6.08 4.78
O 7.49 7.49 4.67
H 6.95 4.91 6.79
H 8.09 6.24 7.01
H 8.44 4.93 5.80
H 5.21 5.40 5.25
H 5.26 6.81 4.24
```

## Properties
Charge: +3
Lowest unoccupied orbital energy (spin up / spin down) (hartree): -0.455 / -0.455
HOMO-LUMO gap (spin up / spin down) (hartree): 0.208 / 0.208
HOMO energy (spin up / spin down) (eV): -18.037 / -18.036

Atom charges from the natural (NBO) analysis, given in e for atoms 1 to 8:
1. Zr 2.56
2. O -0.76
3. C 0.48
4. C -0.30
5. C 0.02
6. C 0.00
7. C -0.02
8. C -0.27

Record 7
Formula: C6H14O
Source: the OMol25 dataset
Level of theory: wB97M-V/def2-TZVPD

```
21
Properties=species:S:1:pos:R:3
C -0.34 0.83 1.81
C -0.20 1.09 0.53
C 0.38 2.29 0.12
C -0.52 0.07 -0.55
C 0.66 -0.17 -1.60
C 0.21 -1.41 -2.39
H -0.13 1.42 2.66
H -0.61 -0.16 2.07
H 1.06 2.89 0.71
H 0.88 2.22 -0.91
H -0.49 3.15 -0.12
H -1.33 0.40 -1.19
H -0.71 -0.99 0.06
H 1.60 -0.37 -1.02
H 0.81 0.70 -2.20
H 0.57 -1.38 -3.41
H -0.94 -1.45 -2.57
H 0.57 -2.37 -1.99
O -0.54 -2.23 3.77
H -0.68 -2.94 3.16
H -0.25 -1.59 3.07
```

## Properties
Lowest unoccupied orbital energy (hartree): 0.028
HOMO-LUMO gap (hartree): 0.370
HOMO energy (eV): -9.285
SMILES: C=C(C)CCC.O

Atom charges from the natural (NBO) analysis, given in e for atoms 1 to 8:
1. C -0.38
2. C -0.02
3. C -0.64
4. C -0.39
5. C -0.41
6. C -0.62
7. H 0.20
8. H 0.15

Record 8
Formula: C2O2S
Source: the OMol25 dataset
Level of theory: wB97M-V/def2-TZVPD

```
5
Properties=species:S:1:pos:R:3
C 1.02 -2.12 1.18
C -0.84 1.24 -0.39
O 0.04 0.77 0.14
O 1.67 -1.87 0.28
S -1.90 1.98 -1.21
```

## Properties
Lowest unoccupied orbital energy (hartree): 0.025
HOMO-LUMO gap (hartree): 0.422
HOMO energy (eV): -10.801

For each atom in turn, the natural (NBO) charge in e is:
1. C 0.51
2. C 0.44
3. O -0.45
4. O -0.51
5. S 0.01

Record 9
Formula: C3H6FNO
Source: the OMol25 dataset
Level of theory: wB97M-V/def2-TZVPD

```
12
Properties=species:S:1:pos:R:3
N 0.31 1.42 -1.66
C 0.26 0.27 -0.86
C -0.93 -0.14 0.18
O -1.18 -1.42 0.69
C 0.42 0.44 0.47
F 1.10 -0.60 1.14
H -0.27 1.50 -2.64
H -0.17 2.36 -1.21
H 0.78 -0.70 -1.22
H -1.81 0.52 -0.03
H -0.38 -1.66 1.29
H 0.74 1.38 0.84
```

## Properties
Lowest unoccupied orbital energy (hartree): 0.034
HOMO-LUMO gap (hartree): 0.343
HOMO energy (eV): -8.414
SMILES: N[C@@H]1[C@@H](O)[C@H]1F

Atom charges from the natural (NBO) analysis, given in e for atoms 1 to 8:
1. N -0.83
2. C -0.13
3. C 0.04
4. O -0.70
5. C 0.14
6. F -0.37
7. H 0.38
8. H 0.36

Record 10
Formula: C3H8N2O2
Source: the OMol25 dataset
Level of theory: wB97M-V/def2-TZVPD

```
15
Properties=species:S:1:pos:R:3
C 0.86 0.36 0.49
C 0.11 -0.02 -0.80
C -1.14 -0.81 -0.61
H 1.43 -0.71 2.30
H -0.02 -1.78 1.36
H 1.80 1.90 1.49
H 0.67 -0.72 -1.36
H 0.28 1.77 -1.08
H -1.02 -1.83 -0.04
H -1.19 -1.25 -1.69
H -1.70 1.08 -0.37
N 1.09 -0.72 1.28
N 1.15 1.56 0.68
O -0.17 1.11 -1.52
O -2.16 0.06 -0.14
```

## Properties
Lowest unoccupied orbital energy (hartree): -0.013
HOMO-LUMO gap (hartree): 0.344
HOMO energy (eV): -9.708

Atom charges from the natural (NBO) analysis, given in e for atoms 1 to 8:
1. C 0.40
2. C -0.01
3. C -0.05
4. H 0.40
5. H 0.37
6. H 0.37
7. H 0.18
8. H 0.50